C30H27BrIN4O4Ta | wB97M-V/def2-TZVPD

Last column: Mulliken charge in e.
Atoms and positions in Å:
Ta: -0.21 0.76 -0.33  0.1897
O: 1.64 4.26 -1.67  -0.6138
C: 1.11 3.18 -1.60  0.0849
N: 0.73 2.55 -0.42  0.6634
C: 1.01 3.33 0.78  -1.1277
C: 1.26 2.37 1.90  0.7172
C: 1.94 2.70 3.06  -1.0057
C: 2.12 1.72 4.02  -0.4466
C: 1.62 0.44 3.80  -1.1159
C: 0.97 0.18 2.62  -0.2884
N: 0.78 1.14 1.69  0.5268
C: 0.83 2.33 -2.78  0.6605
C: 1.10 2.73 -4.07  -0.7563
C: 0.85 1.82 -5.09  -0.3626
C: 0.35 0.57 -4.79  -0.8613
C: 0.09 0.25 -3.47  -0.1231
N: 0.32 1.12 -2.48  -0.0146
H: 0.17 3.99 1.02  0.1871
H: 1.86 3.99 0.60  0.8035
H: 2.32 3.70 3.20  0.5703
H: 2.66 1.95 4.94  0.4682
H: 1.76 -0.35 4.53  0.5283
H: 0.60 -0.80 2.38  0.5756
H: 1.50 3.71 -4.24  0.5731
H: 1.05 2.10 -6.12  0.4820
H: 0.17 -0.16 -5.56  0.4571
H: -0.32 -0.71 -3.19  0.6310
O: -4.79 3.26 3.50  -0.4959
C: -3.83 2.66 2.80  0.8654
C: -3.02 1.64 3.30  -0.7763
C: -2.05 1.11 2.49  -0.5563
N: -1.83 1.53 1.22  0.1810
C: -2.66 2.48 0.77  0.1741
Br: -2.40 2.87 -1.04  0.1199
C: -3.65 3.09 1.48  -0.5863
H: -4.86 2.90 4.40  0.3305
H: -3.15 1.26 4.30  0.3616
H: -1.41 0.31 2.84  0.5725
H: -4.29 3.86 1.06  0.5333
I: -5.54 -6.11 -1.66  0.2184
C: -4.35 -4.47 -1.26  -0.0598
C: -4.17 -3.50 -2.25  -0.6441
C: -3.36 -2.41 -1.99  -0.3908
C: -2.73 -2.29 -0.75  0.2232
C: -2.92 -3.26 0.24  -0.5248
C: -3.73 -4.35 -0.02  -0.6188
C: -1.87 -1.17 -0.48  0.7471
O: -1.28 -0.96 0.62  -0.6652
O: -1.61 -0.26 -1.40  -0.7193
H: -4.67 -3.60 -3.20  0.4067
H: -3.22 -1.65 -2.75  0.4900
H: -2.43 -3.16 1.19  0.4673
H: -3.89 -5.10 0.74  0.4079
C: 3.12 -3.43 0.49  -1.5631
C: 3.53 -2.13 -0.21  1.8138
C: 4.07 -2.42 -1.62  -1.6183
C: 4.60 -1.39 0.62  -1.5472
C: 2.36 -1.25 -0.32  -0.8269
C: 1.39 -0.52 -0.40  0.9102
H: 4.01 -4.02 0.69  0.4302
H: 2.46 -4.02 -0.15  0.3719
H: 2.61 -3.23 1.43  0.3102
H: 4.97 -3.03 -1.54  0.4217
H: 4.33 -1.49 -2.14  0.3613
H: 3.34 -2.96 -2.22  0.3491
H: 5.46 -2.05 0.76  0.4523
H: 4.21 -1.12 1.60  0.3141
H: 4.94 -0.49 0.11  0.3570

Calculated values
* LUMO energy: -0.2439 Eh
* energy above the lowest of the compared OMol25 structures with the same formula, charge and spin: 0.0 kJ/mol
* HOMO: -13.29 eV
* gap between HOMO and LUMO: 6.649 eV
* E_tot: -4607.75015 Ha
* charge: +2
* molar mass: 895.3 g mol⁻¹